--- A ---
Density functional theory data (the ωB97M-V functional and the def2-TZVPD basis) for 2 unconnected molecules or ions with the total composition C4H15N2O.

Last column: natural (NBO) charge in e.
Element x y z (Å)
C 2.06957 0.47314 -0.14841  -0.636
C 0.52285 0.16047 0.05788  -0.052
C 0.23429 -1.33779 0.17131  -0.434
C -1.19928 -1.69229 0.22028  -0.218
N -2.03243 -0.86510 1.24423  -0.893
N 0.13958 0.98057 1.25212  -0.703
H 2.66867 0.59825 0.72990  0.227
H 2.10929 1.49956 -0.45548  0.218
H 2.49456 -0.17295 -0.96884  0.248
H -0.14081 0.46908 -0.74823  0.253
H 0.76511 -1.73353 -0.66099  0.249
H 0.64975 -1.77458 1.08242  0.212
H -1.45481 -2.71201 0.36717  0.226
H -1.47477 -1.38974 -0.76251  0.187
H -2.80161 -1.50696 1.41265  0.404
H -2.60491 -0.03081 0.83239  0.377
H 0.10585 1.93531 1.06932  0.430
H 0.74698 0.83035 1.97305  0.413
H -0.81902 0.44544 1.55783  0.484
H -0.68748 1.90716 -3.06756  0.485
H 0.77648 2.08471 -2.79542  0.486
O -0.06786 1.83173 -2.36313  -0.962

The calculation puts the LUMO energy at -2.861 eV. As for the charge: +1.


--- B ---
Density functional theory data (the ωB97M-V functional and the def2-TZVPD basis) for 2 unconnected molecules or ions with the total composition C4H15N2O.

Last column: natural (NBO) charge in e.
Element x y z (Å)
N 0.53442 0.48335 -1.18315  -0.746
C 0.00327 -0.70196 -0.11475  0.020
C -1.53748 -0.90732 -0.17979  -0.684
C 0.39434 0.05683 1.12939  -0.319
N -0.70421 1.07701 1.47832  -0.625
C -0.88926 1.27917 2.97947  -0.398
H -0.15244 0.29090 -1.98296  0.444
H 0.43983 1.37882 -0.83328  0.409
H 1.52726 0.42690 -1.54488  0.448
H 0.68009 -1.52179 -0.61190  0.269
H -1.77399 -1.68335 0.48699  0.257
H -1.91468 -1.20307 -1.16837  0.234
H -2.15579 0.02290 0.21633  0.285
H 0.40656 -0.77273 1.85574  0.238
H 1.50355 0.41582 1.26585  0.220
H -0.50327 1.91948 1.14429  0.340
H -1.22071 0.38470 3.45251  0.205
H -0.08969 1.64523 3.44585  0.182
H -1.66445 2.05796 3.08485  0.214
H 1.66984 -0.44748 -3.65345  0.455
H 2.63909 -1.51494 -3.82498  0.498
O 1.74651 -1.33528 -3.28559  -0.947

The calculation puts the LUMO energy at -3.373 eV. As for the charge: +1.


It is A that is most stable; the runner-up trails by 0.0622 hartree.


--- A ---
Density functional theory data (the ωB97M-V functional and the def2-TZVPD basis) for 2 unconnected molecules or ions with the total composition C4H15N2O.

Last column: natural (NBO) charge in e.
Element x y z (Å)
C 0.74792 -0.61310 -0.31576  -0.227
C -0.22473 0.17041 -1.15708  -0.438
C -0.79643 1.40462 -0.48368  -0.426
C 0.18455 2.34438 0.32288  -0.224
N 1.50389 2.35591 -0.44846  -0.859
N 0.12196 -1.26241 0.89870  -0.688
H 1.63953 -0.03215 -0.06496  0.242
H 1.12128 -1.46779 -0.87140  0.222
H 0.23568 0.28988 -2.15922  0.265
H -1.05214 -0.48569 -1.49684  0.224
H -1.52857 1.12549 0.27895  0.192
H -1.32616 2.02858 -1.20678  0.242
H -0.12198 3.38150 0.35092  0.219
H 0.42580 1.94215 1.30005  0.164
H 1.61593 3.33600 -0.68178  0.372
H 2.27219 2.14316 0.17922  0.354
H -0.18510 -0.56230 1.57029  0.437
H -0.58139 -1.94225 0.58295  0.476
H 0.83200 -1.85747 1.33003  0.437
H -1.58011 -4.39249 -0.03585  0.499
H -1.77433 -4.18562 1.46221  0.498
O -1.52978 -3.72081 0.64562  -0.980

The calculation puts the LUMO energy at -3.274 eV. As for the charge: +1.


--- B ---
Density functional theory data (the ωB97M-V functional and the def2-TZVPD basis) for 2 unconnected molecules or ions with the total composition C4H15N2O.

Last column: natural (NBO) charge in e.
Element x y z (Å)
C 1.98713 -0.06385 0.28562  -0.246
N 1.99239 -1.52355 0.40984  -0.869
C 0.56850 0.43943 0.56409  -0.241
N -0.43450 -0.51154 0.00293  -0.527
C -0.76447 -0.34752 -1.46124  -0.222
C -1.27260 1.02645 -1.83008  -0.650
H 2.64870 0.49989 0.93976  0.223
H 2.22519 0.14717 -0.75694  0.203
H 2.39818 -1.84867 1.28255  0.388
H 2.62266 -1.92835 -0.27443  0.388
H 0.35502 0.57109 1.60243  0.248
H 0.34313 1.40724 0.13150  0.222
H 0.04302 -1.42556 0.05261  0.465
H -1.30279 -0.49570 0.53063  0.455
H -1.48438 -1.12210 -1.71235  0.229
H 0.15342 -0.51868 -2.01673  0.216
H -1.23983 1.41917 -2.83866  0.263
H -2.27384 1.23278 -1.43452  0.227
H -0.77880 1.77766 -1.21529  0.212
H -2.12108 -0.31514 2.73997  0.492
H -1.95002 1.17303 2.76546  0.503
O -1.71503 0.40676 2.23288  -0.979

The calculation puts the LUMO energy at -2.745 eV. As for the charge: +1.


It is B that is most stable; the runner-up trails by 0.0135 hartree.


--- A ---
Density functional theory data (the ωB97M-V functional and the def2-TZVPD basis) for 2 unconnected molecules or ions with the total composition C4H15N2O.

Last column: natural (NBO) charge in e.
Element x y z (Å)
C 0.10060 -0.94476 1.48599  -0.221
N 1.13215 -0.37072 2.30834  -0.823
C 0.12299 -0.32566 0.06015  -0.062
N -0.85994 -1.11567 -0.74818  -0.492
C -1.46184 -0.35711 -1.89682  -0.420
C 1.49604 -0.16023 -0.57726  -0.629
H 0.23076 -2.02011 1.33927  0.190
H -0.90862 -0.78364 1.87314  0.170
H 1.29601 -0.95631 3.10177  0.380
H 0.87912 0.53583 2.67999  0.374
H -0.30829 0.67137 0.14937  0.238
H -0.44041 -1.95614 -1.12873  0.430
H -1.62559 -1.45607 -0.15185  0.432
H -1.99953 0.50771 -1.51105  0.234
H -0.61365 -0.04235 -2.49361  0.235
H -2.21859 -0.90009 -2.45848  0.244
H 2.01090 0.64524 -0.06715  0.271
H 2.06034 -1.08835 -0.56725  0.227
H 1.31928 0.23913 -1.57979  0.215
H -0.82893 3.30970 0.23964  0.479
H 0.58756 3.67682 -0.08592  0.490
O 0.02964 2.89140 0.02846  -0.962

The calculation puts the LUMO energy at -3.077 eV. As for the charge: +1.


--- B ---
Density functional theory data (the ωB97M-V functional and the def2-TZVPD basis) for 2 unconnected molecules or ions with the total composition C4H15N2O.

Last column: natural (NBO) charge in e.
Element x y z (Å)
C -0.30603 0.28215 1.06793  -0.216
C -0.75172 0.81797 -0.33042  -0.451
C -0.62824 -0.11675 -1.58331  -0.433
C -1.29236 -1.41885 -1.34368  -0.247
N -2.49243 -1.37246 -0.53131  -0.862
N 1.15065 -0.17390 0.79894  -0.678
H -0.82559 -0.66622 1.25434  0.221
H -0.36330 0.79837 1.99474  0.244
H -1.84780 1.26978 -0.26343  0.276
H -0.18731 1.80414 -0.58131  0.219
H 0.40758 -0.22263 -1.92567  0.203
H -1.14187 0.34289 -2.45522  0.246
H -1.58254 -1.64930 -2.34321  0.210
H -0.69456 -2.19422 -0.87638  0.177
H -3.29242 -1.38982 -1.06087  0.376
H -2.53280 -2.08704 0.24052  0.376
H 1.19004 -0.76664 -0.03041  0.443
H 1.74662 0.63628 0.80256  0.454
H 1.40526 -0.71307 1.60712  0.435
H 2.95556 2.44649 1.16802  0.471
H 4.35636 2.14994 1.69697  0.512
O 3.45867 1.70979 1.50446  -0.977

The calculation puts the LUMO energy at -3.232 eV. As for the charge: +1.


It is A that is most stable; the runner-up trails by 0.0343 hartree.


--- A ---
Density functional theory data (the ωB97M-V functional and the def2-TZVPD basis) for 2 unconnected molecules or ions with the total composition C5H14.

Last column: natural (NBO) charge in e.
Element x y z (Å)
C -0.37899 1.35480 1.90986  -0.710
C -1.37916 0.23777 1.83775  -1.050
H -0.77001 2.36493 2.00717  0.193
H 0.38326 1.19478 2.65346  0.192
H 0.26576 1.22146 0.93899  0.199
H -1.87554 0.33124 0.86802  0.183
H -2.25647 0.07124 2.50929  0.197
H -0.89382 -0.73833 1.79073  0.184
C 0.39785 -0.77036 -1.85088  -0.490
C 0.18321 0.62090 -1.25228  -0.686
C 1.30758 -1.56383 -0.92456  -0.757
H -0.67168 -1.14566 -1.88963  0.189
H 0.57945 -0.73943 -2.96011  0.189
H -0.20670 0.51750 -0.25147  0.209
H -0.41764 1.33164 -1.77474  0.194
H 1.40407 -2.55284 -1.51238  0.179
H 2.30819 -1.23562 -0.98462  0.196
H 1.09830 1.23166 -1.17056  0.176
H 0.92235 -1.73184 0.05595  0.213

The calculation puts the LUMO energy (spin up / spin down) at 4.288 / 4.306 eV. Its expectation value of S² is 0.75. As for the charge: -1. Its spin multiplicity is 2.


--- B ---
Density functional theory data (the ωB97M-V functional and the def2-TZVPD basis) for 2 unconnected molecules or ions with the total composition C5H14.

Last column: natural (NBO) charge in e.
Element x y z (Å)
C 0.97727 -0.06197 1.51818  -0.480
C 2.31009 0.42038 0.93013  -0.681
C 0.64941 -1.51503 1.23356  -0.723
H 0.92637 0.33321 2.53960  0.182
H 0.13420 0.47096 1.08381  0.204
H 2.26448 0.36611 -0.15656  0.203
H 3.11748 -0.22282 1.28857  0.184
H 0.89418 -1.65155 0.17680  0.202
H 1.21322 -2.31233 1.72596  0.187
H 2.53494 1.42159 1.29504  0.191
H -0.41020 -1.69124 1.39256  0.203
C -2.34268 0.93818 -2.08934  -0.768
C -1.33450 0.21817 -1.17463  -1.019
H -3.16263 0.25165 -2.29440  0.190
H -2.69193 1.86343 -1.63305  0.190
H -1.84710 1.19386 -3.02833  0.188
H -0.60310 -0.38305 -1.72631  0.183
H -1.80953 -0.55463 -0.56087  0.182
H -0.81998 0.91506 -0.52075  0.183

The calculation puts the LUMO energy (spin up / spin down) at 4.256 / 4.230 eV. Its expectation value of S² is 0.75. As for the charge: -1. Its spin multiplicity is 2.


It is B that is most stable; the runner-up trails by 0.0358 hartree.


--- A ---
Density functional theory data (the ωB97M-V functional and the def2-TZVPD basis) for 2 unconnected molecules or ions with the total composition C4H8O4.

Last column: natural (NBO) charge in e.
Element x y z (Å)
C -1.89762 -2.75821 -0.35537  -0.715
C -1.03466 -1.54922 -0.17394  0.832
O -0.11717 -1.46962 0.65356  -0.672
O -1.37012 -0.60853 -1.00250  -0.673
H -1.68330 -3.44657 0.48764  0.234
H -2.95765 -2.45127 -0.27310  0.241
H -1.67576 -3.16620 -1.30522  0.243
H -0.87473 0.23153 -0.81440  0.517
C 1.84659 2.79639 0.33616  -0.713
C 1.08652 1.47282 0.15847  0.836
O 0.10383 1.41186 -0.57834  -0.671
O 1.53796 0.52173 0.93898  -0.679
H 1.48717 3.53436 -0.33549  0.229
H 1.70607 3.12107 1.34008  0.237
H 2.91944 2.66994 0.10009  0.235
H 0.92342 -0.31008 0.82337  0.521

The calculation puts the LUMO energy at 0.854 eV. As for the SMILES: CC(=O)O.CC(=O)O.


--- B ---
Density functional theory data (the ωB97M-V functional and the def2-TZVPD basis) for 2 unconnected molecules or ions with the total composition C4H8O4.

Last column: natural (NBO) charge in e.
Element x y z (Å)
C -3.42811 -0.14004 0.20574  -0.726
C -1.86241 0.01912 -0.12496  0.839
O -1.24238 -1.00198 -0.14845  -0.625
O -1.53336 1.26943 0.10044  -0.659
H -3.48592 -1.32378 0.53953  0.219
H -3.83387 0.29686 1.02291  0.220
H -4.21430 -0.01170 -0.70098  0.234
H -0.57302 1.30507 -0.27910  0.530
C 3.48261 0.12625 0.29912  -0.732
C 1.95391 -0.04325 -0.05014  0.813
O 1.31496 1.03221 -0.31835  -0.720
O 1.39582 -1.20153 -0.04109  -0.679
H 3.57641 1.21013 0.83881  0.266
H 3.82105 -0.76400 0.93436  0.235
H 3.96687 -0.08983 -0.76224  0.251
H 0.38643 -1.18037 -0.31211  0.533

The calculation puts the LUMO energy at 0.757 eV. As for the SMILES: CC(=O)O.CC(=O)O.


It is A that is most stable; the runner-up trails by 0.0814 hartree.